Version i
DFT (ωB97M-V/def2-TZVPD) results for 2 unconnected molecules or ions with the total composition C4H7FN2.

Calculated values
- orbital gap (spin up / spin down) (eV) = 8.4 / 9.4
- charge = 0
- LUMO energy (spin up / spin down) (eV) = 0.069 / 0.452
- HOMO (spin up / spin down) (eV) = -8.36 / -8.95

Structure (XYZ):
```
14
Properties=species:S:1:pos:R:3:nbo_charge:R:1
F -1.6117 -2.0556 -1.6970 -0.318
N 1.8304 1.9957 0.2500 -0.622
N -1.2514 0.6638 -0.5143 -0.334
C -2.1685 -1.5003 -0.6581 0.204
C 0.8862 -0.5949 0.0779 -0.702
C -0.0504 0.5278 -0.2036 0.109
C 0.5965 1.8175 0.2088 0.110
H 2.1819 2.8497 0.6211 0.352
H -1.8286 -1.7558 0.2443 0.145
H 1.9006 -0.4044 0.1202 0.256
H 0.7591 -1.5626 -0.4005 0.232
H 0.7426 -1.0413 1.0412 0.236
H -0.0889 2.6713 0.5893 0.161
H -3.2053 -1.1767 -0.9544 0.172
```

Version ii
DFT (ωB97M-V/def2-TZVPD) results for C4H7FN2 in the gas phase.

Calculated values
- orbital gap (eV) = 9.7
- charge = 0
- LUMO energy (eV) = 0.398
- HOMO (eV) = -9.27

Structure (XYZ):
```
14
Properties=species:S:1:pos:R:3:nbo_charge:R:1
F 2.1060 1.4326 -0.6788 -0.361
N -1.2364 -0.9321 -0.0329 -0.474
N -0.6739 -0.7686 -1.3688 -0.188
C 0.2543 0.1314 -1.4685 -0.056
C -0.2478 -1.1929 0.9880 -0.461
C 0.1376 1.6762 0.4432 -0.443
C 0.7475 1.0755 -0.5365 0.324
H -0.5227 -1.9548 1.7260 0.214
H 0.0345 -0.2978 1.5670 0.204
H -0.9008 1.4550 0.3830 0.232
H 0.8452 -1.4338 0.6315 0.191
H 0.6207 2.4383 0.9863 0.232
H -1.8057 -1.8405 -0.1913 0.374
H 0.6416 0.2116 -2.4482 0.210
```

Which of them is most stable? Easy: version ii.

Version i
DFT (ωB97M-V/def2-TZVPD) results for a molecular structure, C2HFI2O.

Calculated values
- orbital gap (eV) = 7.0
- charge = 0
- LUMO energy (eV) = -2.366
- HOMO (eV) = -9.40

Structure (XYZ):
```
7
Properties=species:S:1:pos:R:3:nbo_charge:R:1
I 0.0543 2.4490 0.1278 0.257
I 2.4874 -0.4801 0.5920 -0.192
F -0.5377 0.1018 1.6250 -0.283
O -1.1132 -1.5479 -0.3585 -0.480
C -0.1424 0.4036 0.4746 0.246
C -0.4914 -0.5318 -0.6798 0.254
H -0.2570 -0.3947 -1.7811 0.198
```

Version ii
DFT (ωB97M-V/def2-TZVPD) results for C2HFI2O in the gas phase.

Calculated values
- orbital gap (spin up / spin down) (eV) = 7.0 / 7.0
- charge = 0
- LUMO energy (spin up / spin down) (eV) = -2.343 / -2.623
- HOMO (spin up / spin down) (eV) = -9.32 / -9.61

Structure (XYZ):
```
7
Properties=species:S:1:pos:R:3:nbo_charge:R:1
I -3.0644 0.0553 -1.4369 -0.215
I -0.4789 -1.5702 -1.1543 0.442
F -0.4585 -0.6665 1.5540 -0.305
O 1.4367 1.4010 1.1738 -0.454
C 1.0358 0.6630 0.3120 0.280
C 0.2858 -0.5598 0.4386 0.151
H 1.2435 0.6772 -0.8871 0.101
```

Version iii
DFT (ωB97M-V/def2-TZVPD) results for C2HFI2O in the gas phase.

Calculated values
- orbital gap (eV) = 8.7
- charge = 0
- LUMO energy (eV) = -1.343
- HOMO (eV) = -10.05

Structure (XYZ):
```
7
Properties=species:S:1:pos:R:3:nbo_charge:R:1
I 0.5213 1.4509 -1.8029 0.074
I -0.3630 -2.1674 -0.9797 0.220
F 1.6881 -0.3461 0.1762 -0.329
O -0.1497 0.8354 1.6691 -0.481
C 0.4301 -0.3258 -0.2759 0.092
C -0.4968 0.3063 0.6661 0.265
H -1.6298 0.2467 0.5471 0.158
```

Which of them is most stable? Easy: version iii.

Version i
DFT (ωB97M-V/def2-TZVPD) results for a molecular structure, C3H2BrClF2.

Calculated values
- orbital gap (eV) = 9.8
- charge = 0
- LUMO energy (eV) = 0.161
- HOMO (eV) = -9.59

Structure (XYZ):
```
9
Properties=species:S:1:pos:R:3:nbo_charge:R:1
Br -2.7946 -0.2684 0.3057 0.148
Cl -1.5798 -2.8005 -0.8276 0.055
F -3.0542 2.6444 0.5837 -0.313
F -1.9779 1.9494 -1.0239 -0.374
C -0.0964 -0.5978 -0.9188 -0.426
C -1.2871 -1.1299 -0.6603 -0.131
C -1.9938 2.0554 0.3045 0.560
H 0.0354 0.5384 -0.6746 0.241
H 0.8041 -1.0783 -1.2616 0.239
```

Version ii
DFT (ωB97M-V/def2-TZVPD) results for 2 unconnected molecules or ions with the total composition C3H2BrClF2.

Calculated values
- orbital gap (eV) = 9.7
- charge = 0
- LUMO energy (eV) = -0.770
- HOMO (eV) = -10.51

Structure (XYZ):
```
9
Properties=species:S:1:pos:R:3:nbo_charge:R:1
Br 0.7811 2.9668 0.5494 0.153
Cl -2.7614 3.9425 0.0541 -0.140
F -3.6929 2.1669 1.5420 -0.296
F -3.6899 1.7215 -0.5643 -0.317
C 0.0614 1.8974 -0.8340 -0.126
C -3.0035 2.2163 0.4914 0.522
C -0.8275 1.1643 -1.0153 -0.295
H -1.7747 2.2874 0.7541 0.219
H -1.0063 0.7087 -2.0867 0.280
```

Which of them is most stable? Easy: version i.

Version i
DFT (ωB97M-V/def2-TZVPD) results for 2 unconnected molecules or ions with the total composition C12H14N2O.

Calculated values
- orbital gap (eV) = 8.8
- charge = 0
- LUMO energy (eV) = 0.728
- HOMO (eV) = -8.03

Structure (XYZ):
```
29
Properties=species:S:1:pos:R:3:nbo_charge:R:1
O -2.4049 0.8063 -0.9143 -0.523
N -0.9017 2.5182 -1.2902 -0.771
N -0.4534 1.5029 2.6234 -0.652
C 1.5490 0.1915 -2.6045 -0.200
C -0.3399 0.6942 1.6957 0.508
C 2.5105 1.5881 -0.9047 -0.200
C -1.5292 1.5347 -1.0278 0.861
C 0.6383 -0.2705 -1.6244 -0.233
C -2.0942 -1.4403 1.8304 -0.617
C -1.0812 -1.4110 0.7300 -0.185
C 0.6862 0.1938 -0.2994 -0.033
C -0.1098 -2.7159 0.9497 -0.599
C -0.3024 -0.1145 0.6572 -0.295
C 1.7306 1.0193 0.1080 -0.213
C 2.4265 1.1588 -2.2431 -0.258
H -1.5767 -1.6688 2.6732 0.196
H -0.0001 2.6813 -1.6647 0.427
H -0.2050 -2.8182 2.0445 0.210
H 3.3416 2.3164 -0.5300 0.221
H 1.8204 1.4870 1.1190 0.229
H -1.5999 -1.4574 -0.2762 0.212
H 0.7584 -2.4324 0.4596 0.217
H -0.6249 -3.5706 0.4708 0.210
H 3.0237 1.7772 -2.9314 0.223
H -0.3120 -0.7110 -1.8135 0.218
H -2.7460 -2.2940 1.6415 0.215
H -2.7039 -0.6031 2.1490 0.222
H -0.9360 2.3509 2.5168 0.385
H 1.4359 -0.3129 -3.5445 0.225
```

Version ii
DFT (ωB97M-V/def2-TZVPD) results for C12H14N2O in the gas phase.

Calculated values
- orbital gap (eV) = 8.0
- charge = 0
- LUMO energy (eV) = 0.671
- HOMO (eV) = -7.34

Structure (XYZ):
```
29
Properties=species:S:1:pos:R:3:nbo_charge:R:1
O -1.7879 -2.3124 0.5054 -0.673
N 0.4707 -0.6548 1.3939 -0.325
N -0.6232 1.6777 -2.7808 -0.500
C -0.3311 0.6155 -0.9904 -0.020
C 0.6661 1.9746 -2.3938 -0.071
C 0.8412 1.2990 -1.1638 -0.183
C -0.9163 -0.1989 0.9277 -0.072
C 0.3309 -0.9421 2.8252 -0.415
C -2.5749 0.3773 -1.7266 -0.207
C -2.8006 -0.5143 -0.7031 -0.249
C 1.4355 0.5143 1.2871 -0.171
C -1.7893 -1.1055 0.2208 0.361
C 0.9776 -1.8037 0.6237 -0.500
C 1.9319 1.0790 -0.1562 -0.402
C -1.3227 0.9082 -1.8563 0.033
H -3.4656 0.7440 -2.3460 0.220
H -0.1610 -1.9268 3.0988 0.259
H 2.5282 0.2770 -0.6316 0.214
H 0.9610 1.3275 1.7945 0.225
H 2.0232 -2.2398 0.9900 0.215
H 2.5365 1.9353 0.0376 0.228
H 2.3163 0.2507 1.7621 0.200
H -1.0676 1.9826 -3.6648 0.405
H -0.0496 -0.0487 3.2446 0.234
H -3.8531 -1.0157 -0.6283 0.227
H 1.3472 -0.8293 3.4282 0.203
H 0.0714 -2.5877 0.4267 0.313
H 1.1846 -1.4808 -0.4634 0.233
H 1.1206 2.6979 -3.0612 0.217
```

Which of them is most stable? Easy: version i.

Version i
DFT (ωB97M-V/def2-TZVPD) results for 2 unconnected molecules or ions with the total composition CH7N6.

Calculated values
- orbital gap (spin up / spin down) (eV) = 7.6 / 7.9
- charge = +1
- LUMO energy (spin up / spin down) (eV) = -5.094 / -4.976
- HOMO (spin up / spin down) (eV) = -12.70 / -12.83

Structure (XYZ):
```
14
Properties=species:S:1:pos:R:3:nbo_charge:R:1
N 0.0721 -2.1000 -3.8835 -0.308
N 1.7118 1.4367 0.3388 -0.605
N -1.1612 -0.5688 1.2105 -1.059
N 0.7322 0.7378 -0.3208 -0.099
N 1.0611 0.3471 -1.5291 -0.202
N 0.5480 -1.3296 -3.0946 -0.013
C 0.5931 -0.6026 -2.1793 0.398
H 2.6342 1.6781 0.1005 0.414
H -0.7021 -1.0096 2.0316 0.419
H 0.6025 -2.3974 -4.7350 0.387
H 1.3228 2.2102 0.8416 0.382
H -1.3899 0.3487 1.6078 0.414
H -0.0831 0.0057 0.3228 0.425
H -1.8902 -1.1776 0.6711 0.448
```

Version ii
DFT (ωB97M-V/def2-TZVPD) results for a molecular structure, CH7N6.

Calculated values
- orbital gap (eV) = 10.9
- charge = +1
- LUMO energy (eV) = -3.984
- HOMO (eV) = -14.88

Structure (XYZ):
```
14
Properties=species:S:1:pos:R:3:nbo_charge:R:1
N -1.9033 -0.4747 0.8757 -0.275
N 0.9868 1.5151 0.1352 -0.745
N -2.6472 -0.1543 -0.2374 0.044
N -0.8965 0.3099 0.3760 -0.154
N -1.6721 0.4747 -0.7847 -0.081
N 1.0207 -0.9203 -0.7199 -0.935
C 0.3994 0.4375 0.5758 0.396
H 1.9113 -1.3897 -0.6840 0.405
H 0.5944 2.0283 -0.6257 0.420
H -2.0365 -1.0077 1.6643 0.430
H 1.9576 1.3451 0.0019 0.404
H 0.8700 -0.0558 1.6080 0.272
H 1.0515 -0.4395 -1.6089 0.411
H 0.3639 -1.6686 -0.5763 0.408
```

Which of them is most stable? Easy: version ii.

Version i
DFT (ωB97M-V/def2-TZVPD) results for C3H3Br2N in the gas phase.

Calculated values
- orbital gap (spin up / spin down) (eV) = 6.7 / 7.1
- charge = 0
- LUMO energy (spin up / spin down) (eV) = 0.588 / -3.160
- multiplicity = 3
- HOMO (spin up / spin down) (eV) = -6.06 / -10.29

Structure (XYZ):
```
9
Properties=species:S:1:pos:R:3:mulliken_spin:R:1
Br -0.6238 -0.4358 2.7568 0.099
Br -0.0315 1.3170 -3.1843 0.073
N -0.0476 -0.5531 -1.2975 0.260
C 0.0367 -1.0271 0.0337 0.297
C 0.3228 0.6376 -1.4753 0.580
C -0.2904 -0.0778 0.9026 0.675
H 0.9230 1.2258 -0.7782 -0.004
H 0.1152 -2.0078 0.3703 0.028
H -0.4437 0.8656 0.5056 -0.008
```

Version ii
DFT (ωB97M-V/def2-TZVPD) results for C3H3Br2N in the gas phase.

Calculated values
- orbital gap (spin up / spin down) (eV) = 7.2 / 6.3
- charge = 0
- LUMO energy (spin up / spin down) (eV) = 0.181 / -4.630
- multiplicity = 3
- HOMO (spin up / spin down) (eV) = -6.97 / -10.97

Structure (XYZ):
```
9
Properties=species:S:1:pos:R:3:mulliken_spin:R:1
Br -0.5907 -1.0146 -2.0063 0.138
Br 2.2296 -0.6220 -0.3949 1.294
N -0.7056 -2.1973 1.5578 0.106
C -0.3086 -1.4291 0.7643 -0.028
C -0.1793 1.0897 0.0153 0.000
C 0.1508 -0.4781 -0.2467 0.480
H 0.0290 1.7932 -0.8450 0.000
H 0.5472 1.5865 0.7997 0.002
H -1.1724 1.2718 0.3558 0.009
```

Which of them is most stable? Easy: version ii.